Record 1
26
Properties=species:S:1:pos:R:3:forces:R:3:nbo_charge:R:1 method="wB97M-V/def2-TZVPD" e_tot_ha=-390.54544 homo_energy_ev=-8.99 smiles=CCc1ccccc1.CC multiplicity=1
C -0.958 -2.096 2.146 5.50 -1.66 0.71 -0.60
C 2.065 1.367 -2.982 -3.51 0.15 -0.15 -0.59
C 1.169 0.170 -2.378 1.71 0.26 -1.57 -0.42
C -2.068 0.721 -0.516 1.06 0.88 0.67 -0.23
C 0.200 0.456 -1.305 0.24 -0.04 0.67 -0.05
C -1.483 1.272 0.629 -2.47 1.48 4.52 -0.22
C 0.746 0.932 -0.117 -1.26 -0.11 1.96 -0.20
C -0.161 1.294 0.962 2.57 -1.29 -3.31 -0.22
C 0.083 -1.693 3.278 -1.14 -1.95 -1.53 -0.61
C -1.201 0.230 -1.449 -0.25 -0.66 -2.52 -0.19
H 0.082 -0.660 3.317 0.98 2.24 -0.01 0.20
H 0.604 -0.096 -3.235 -0.64 -0.46 -0.99 0.20
H -1.369 -1.332 1.647 -1.06 3.11 -1.92 0.20
H -1.726 -2.560 2.620 -2.13 -2.26 0.84 0.20
H 2.795 1.878 -2.402 0.32 0.19 1.05 0.21
H 2.570 1.015 -3.860 0.15 -0.33 -0.55 0.21
H -1.722 -0.295 -2.393 1.80 1.31 1.95 0.22
H -2.092 1.695 1.584 0.59 -1.12 -2.71 0.21
H -3.111 0.813 -0.731 -0.50 -0.31 0.27 0.22
H -0.373 -1.972 4.208 0.37 -0.59 0.72 0.20
H 1.843 0.896 0.094 -1.04 0.26 -0.57 0.22
H -0.272 -2.686 1.461 -1.84 0.16 0.39 0.20
H 1.041 -2.216 3.037 -0.67 0.91 0.79 0.21
H 1.248 2.124 -3.324 1.68 -0.94 0.49 0.20
H 1.777 -0.725 -2.202 0.12 0.23 0.41 0.21
H 0.315 1.468 1.909 -0.58 0.54 0.39 0.22



Record 2
240
Properties=species:S:1:pos:R:3:forces:R:3:lowdin_charge:R:1 method="wB97M-V/def2-TZVPD" e_tot_ha=-5334.81401 homo_energy_ev=-5.35 multiplicity=1
S 3.240 -4.842 -3.770 0.57 2.21 -1.90 0.46
F 2.921 -6.070 -1.427 -0.35 -0.26 0.00 0.12
F 1.175 -4.927 -1.942 -0.24 0.06 -0.22 0.06
F 1.577 -6.797 -2.972 -0.29 -0.13 0.13 0.11
O -9.146 5.461 6.479 0.13 0.02 0.77 -0.19
O 1.903 1.566 4.714 -0.15 0.12 0.68 -0.04
O 6.862 -6.902 -0.285 -0.16 0.38 0.00 -0.08
O 4.862 -1.792 3.328 -0.89 1.14 0.59 -0.22
O 3.938 -0.257 -5.447 0.40 -0.01 -0.61 -0.16
O -0.031 6.672 -0.778 0.23 -0.64 -0.37 -0.11
O 8.506 -2.173 -3.239 0.00 -0.39 0.23 -0.20
O 3.989 -5.876 -4.438 -0.15 -0.57 1.09 -0.30
O 4.029 -3.856 -3.018 -0.78 -1.10 0.31 -0.34
O 4.999 1.680 -1.375 -0.18 -0.16 0.62 -0.08
O 1.899 0.300 2.900 -0.33 -0.48 0.31 -0.10
O 5.715 3.304 5.618 0.09 -0.29 0.25 -0.20
O -1.248 0.485 -4.718 1.71 0.64 -0.47 -0.06
O 5.010 2.291 -3.516 0.21 -0.28 -0.26 -0.07
O -3.355 -1.619 -2.410 0.05 -1.44 1.66 -0.09
O 2.315 -4.187 -4.695 -0.49 -0.49 1.15 -0.35
O -5.651 2.339 4.231 0.45 -0.53 -0.17 -0.20
O -2.485 1.330 -3.166 0.32 1.95 1.25 -0.10
O -0.424 -3.063 3.826 0.62 0.06 -1.65 -0.21
O 7.908 -5.110 0.572 -0.28 0.49 -0.11 -0.12
O 4.460 4.328 2.328 -0.60 -0.87 0.37 -0.19
O -5.252 -0.840 -3.146 -1.30 -0.68 1.41 -0.09
O -1.434 6.979 -2.489 -0.41 -0.85 -0.58 -0.10
N -1.977 -6.665 -1.319 0.02 -1.02 -0.05 -0.23
N 6.562 -0.039 -4.397 1.63 -1.70 0.39 0.08
N 4.568 1.934 3.602 0.77 -0.28 -0.79 0.08
N -5.680 4.706 -3.579 -0.03 0.78 1.08 -0.25
N 0.632 -0.630 -0.677 0.36 -0.68 -0.71 -0.20
N -7.874 4.267 4.304 -1.26 -0.77 -0.23 0.06
N 2.139 -2.217 4.470 0.95 0.55 -0.74 0.07
C -6.482 2.464 3.100 0.95 0.95 -0.02 -0.23
C -7.738 5.589 6.437 0.26 -1.19 -1.14 -0.17
C 0.659 -1.652 0.455 -0.69 0.57 0.05 -0.11
C -6.670 4.898 -4.755 2.33 0.70 -0.02 -0.07
C -1.551 0.189 0.282 -1.21 0.64 -0.42 -0.21
C -2.426 1.448 0.370 0.72 0.66 0.75 -0.08
C -4.637 5.616 -6.180 -0.02 -0.07 0.53 -0.17
C -7.830 2.952 3.540 -0.24 -0.31 -0.66 -0.08
C -1.009 6.344 -1.498 -0.07 2.23 1.66 -0.80
C 5.938 -1.908 2.425 0.63 -1.18 -0.40 -0.06
C -1.265 -4.785 0.748 0.68 -0.43 -0.45 -0.17
C 2.938 -0.157 -4.464 0.51 -1.23 0.92 -0.07
C -4.331 4.282 -4.077 0.36 -1.26 -1.46 -0.12
C -1.902 5.290 -0.824 0.34 -1.54 -1.34 -0.06
C 7.614 0.089 -3.324 0.67 0.27 -0.25 -0.11
C 1.010 -1.905 5.423 0.77 -1.14 -0.64 -0.08
C 3.141 -1.196 -1.004 -0.61 -0.48 -0.30 -0.16
C 4.070 5.540 1.729 -1.12 1.13 1.16 -0.09
C 2.039 -0.151 -0.988 1.10 1.02 0.76 -0.10
C 8.508 -2.650 -1.894 0.93 0.71 0.81 -0.07
C -3.295 -7.163 -0.761 -0.09 0.91 -0.73 0.02
C -0.917 -7.027 -0.286 0.00 0.37 0.45 -0.10
C 4.500 2.258 -2.368 -0.53 -0.29 -0.17 -0.74
C -7.219 4.345 5.659 -0.46 0.32 -0.53 -0.06
C 3.108 -1.937 0.298 1.01 -1.76 -0.34 -0.19
C 6.905 -5.706 0.087 1.15 -1.37 0.29 -0.81
C 3.445 -2.498 5.145 0.77 0.09 -0.06 -0.09
C -0.303 -1.929 4.654 -0.71 -0.89 1.25 -0.18
C -5.484 5.986 -2.755 -1.04 -0.12 -0.67 0.04
C -3.666 5.232 -5.069 -0.80 0.31 0.94 -0.15
C 4.234 3.205 1.498 0.97 -0.33 -1.24 -0.20
C -1.555 -7.404 -2.587 0.01 -0.07 -0.54 -0.13
C 4.567 -2.872 4.149 -0.99 -0.23 -0.14 -0.20
C 6.039 4.050 6.792 0.30 0.84 -1.08 -0.08
C -2.352 -8.300 -4.867 0.82 0.09 0.45 -0.08
C -4.322 1.930 3.847 0.05 0.04 0.09 -0.06
C 5.884 -1.387 -4.401 -1.42 0.24 1.14 -0.08
C 2.157 -5.705 -2.461 1.58 0.42 -0.57 -0.63
C -5.307 -2.106 -1.043 -0.88 0.57 -0.93 -0.05
C 4.933 1.981 2.099 0.20 1.68 1.54 -0.04
C -0.691 -4.314 4.454 -0.14 0.88 0.33 -0.06
C 1.370 1.178 3.663 0.37 -0.20 -1.18 -0.73
C -9.852 6.486 5.805 -0.07 -0.37 -0.59 -0.08
C -2.066 -5.170 -1.651 -0.31 -0.41 1.92 -0.05
C -1.110 -6.295 1.034 -0.81 0.65 -0.83 -0.17
C -6.067 5.945 -5.712 -0.98 0.55 -0.45 -0.18
C 0.132 1.868 3.101 -0.15 0.62 -0.35 -0.01
C 0.053 -1.240 -1.934 0.12 0.86 -0.04 0.07
C -2.313 -4.383 -0.324 1.19 -0.91 -0.33 -0.12
C -0.184 0.620 -0.233 -0.08 -2.04 0.18 -0.08
C 5.519 1.190 4.508 -0.44 0.34 -0.12 -0.08
C -6.059 2.072 -0.731 0.69 0.23 0.84 -0.08
C -4.606 -1.498 -2.288 1.35 1.65 -1.96 -0.76
C -0.417 2.512 -3.672 0.81 0.20 -0.67 -0.03
C 5.602 -4.950 0.039 -0.17 0.66 0.25 -0.06
C 4.753 -1.398 -5.454 1.26 0.10 -0.46 -0.18
C 8.836 -0.814 -3.387 -0.58 -0.31 -0.74 -0.22
C -6.312 3.623 -2.728 0.84 -0.42 0.38 -0.12
C 5.567 1.910 5.843 -0.34 0.42 0.31 -0.20
C 3.152 3.028 -2.221 0.48 0.30 -0.52 -0.02
C -2.678 -7.512 -3.582 -0.75 -0.33 -0.83 -0.23
C -5.491 3.268 -1.483 -0.32 0.02 -0.29 -0.22
C 1.782 -2.669 0.418 0.20 0.82 0.86 -0.14
C -1.427 1.376 -3.864 -1.87 -1.73 -0.04 -0.79
H -2.206 -3.352 -0.668 -0.30 0.24 0.46 0.09
H -0.650 1.225 2.692 0.04 -0.37 0.54 0.05
H -0.948 -8.103 -0.119 -0.19 -0.05 -0.34 0.14
H 8.192 -3.681 -1.752 -0.23 0.07 -0.57 0.09
H -3.636 3.971 -3.299 -0.34 0.26 0.33 0.11
H 7.981 1.106 -3.473 -0.16 0.15 0.54 0.14
H -2.815 1.845 -0.567 0.13 -0.55 -0.28 0.06
H 5.976 2.277 2.199 0.28 -0.67 -0.68 0.13
H -3.320 6.132 -4.555 0.28 -0.08 0.03 0.11
H -5.015 6.758 -3.358 -0.05 -0.17 -0.14 0.10
H -7.658 5.052 3.691 0.55 -0.05 -0.02 0.19
H -6.305 6.953 -5.360 0.87 0.06 0.62 0.11
H 0.704 -2.006 -2.356 0.20 0.02 0.30 0.11
H -8.452 3.161 2.668 0.12 -0.17 -0.15 0.14
H 0.423 2.398 2.189 0.38 0.12 0.15 0.08
H 7.126 -0.031 -2.359 -0.27 0.34 -0.11 0.12
H -5.168 -1.473 -0.164 0.63 -0.31 0.18 0.05
H -0.950 -1.635 -1.772 -0.09 0.30 -0.05 0.08
H 6.803 -2.333 2.943 0.28 0.49 -0.01 0.11
H -6.446 2.746 -3.362 0.32 -0.03 -0.08 0.15
H -6.005 1.106 -1.234 -0.20 0.17 -0.43 0.08
H 5.768 -2.618 1.610 -0.42 -0.02 0.13 0.06
H -4.876 5.876 -1.861 0.11 -0.59 -0.22 0.09
H 0.432 2.377 -4.348 -0.12 -0.14 -0.17 0.05
H 9.328 -0.725 -4.360 -0.05 0.01 -0.12 0.13
H -3.723 1.763 4.739 -0.25 0.13 0.16 0.09
H 1.712 -3.253 1.344 -0.04 0.16 0.26 0.10
H -4.786 4.771 -6.856 0.39 0.06 -0.24 0.12
H -7.599 3.454 6.155 0.44 -0.08 0.18 0.14
H 7.068 3.870 7.108 -0.11 -0.51 0.31 0.09
H 6.522 1.154 4.086 -0.17 0.07 -0.37 0.14
H -6.034 3.200 2.419 0.00 0.06 -0.16 0.13
H 0.369 1.015 0.618 0.21 0.15 -0.25 0.09
H 0.057 -6.785 -0.711 -0.07 0.10 -0.09 0.12
H 0.041 -4.439 5.254 -0.40 -0.42 0.34 0.09
H 2.995 -1.869 -1.854 0.09 -0.25 0.10 0.10
H -5.365 1.992 0.113 -0.17 -0.31 0.20 0.04
H -2.877 -6.500 -3.941 -0.46 0.04 0.26 0.12
H 3.227 2.915 1.179 -0.51 0.66 0.63 0.13
H -1.764 2.229 0.763 -0.25 0.32 0.10 0.06
H -1.466 -0.230 1.288 0.12 -0.10 -0.01 0.09
H -9.664 7.499 6.163 0.25 -0.09 0.09 0.10
H -1.080 -8.344 -2.304 -0.42 -0.17 0.14 0.14
H 6.405 1.555 6.448 -0.02 -0.27 -0.02 0.13
H -7.611 5.164 -4.281 -0.16 -0.05 -0.34 0.12
H 1.676 -3.445 -0.340 0.04 0.42 -0.40 0.10
H -2.575 4.833 -1.560 -0.56 0.41 0.17 0.03
H -2.017 -9.318 -4.666 0.03 0.00 0.10 0.08
H 2.290 -1.041 -4.468 -0.48 0.29 -0.57 0.10
H -0.252 -6.503 1.672 0.08 0.12 -0.05 0.12
H -1.272 4.423 -0.603 0.13 0.17 0.59 0.05
H 4.605 2.911 3.903 -0.29 0.23 -0.04 0.13
H -1.539 -7.770 -5.365 0.03 -0.20 -0.20 0.08
H -4.201 6.472 -6.694 -0.26 -0.12 -0.39 0.12
H -3.396 -6.871 0.278 0.31 -0.36 0.04 0.09
H -10.917 6.279 5.896 0.07 -0.07 0.09 0.10
H 3.780 -1.681 5.784 -0.40 0.43 -0.31 0.13
H -4.443 3.052 -1.694 -0.09 -0.08 -0.40 0.09
H -2.118 -0.517 -0.331 0.47 -0.17 -0.34 0.10
H -0.773 -6.847 -3.104 0.18 0.28 0.58 0.12
H -1.737 -4.307 4.772 0.12 -0.09 0.61 0.10
H -1.139 -2.005 5.358 0.13 0.44 0.39 0.13
H 4.260 -2.368 -5.540 -0.41 0.07 0.73 0.12
H 5.001 -5.239 -0.816 -0.05 0.16 0.06 0.04
H -6.385 -2.039 -1.218 -0.05 -0.30 -0.11 0.05
H -3.180 -8.372 -5.569 -0.18 0.24 0.22 0.08
H -2.395 5.659 0.073 -0.01 0.09 -0.06 0.06
H -1.434 -4.361 1.736 0.07 0.82 -0.32 0.09
H 4.624 1.751 6.375 0.00 -0.13 0.18 0.13
H 5.089 -5.178 0.980 -0.26 -0.10 -0.04 0.07
H 4.237 6.296 2.501 0.75 0.13 -0.30 0.09
H 6.633 -2.166 -4.522 0.02 0.16 -0.51 0.13
H -2.925 -4.984 -2.292 0.18 -0.25 -0.28 0.13
H 4.699 1.048 1.598 0.19 0.01 0.01 0.12
H 4.738 3.484 0.568 0.00 -0.82 -0.32 0.12
H 3.404 -0.259 -3.475 0.09 0.67 0.11 0.06
H -6.544 1.541 2.518 -0.32 -0.13 0.13 0.14
H -7.440 6.502 5.919 0.11 0.16 0.24 0.13
H 4.179 -3.680 3.518 0.32 -0.47 0.10 0.14
H -1.125 -4.991 -2.166 -0.07 0.64 0.19 0.13
H -6.646 3.923 -5.238 -0.49 -0.06 0.08 0.14
H -9.570 6.381 4.750 -0.29 0.68 -0.20 0.08
H -0.277 2.642 3.750 -0.04 -0.25 0.23 0.08
H 6.019 0.807 -4.184 -1.55 0.51 -0.29 0.11
H 3.621 1.571 3.732 -0.42 -0.04 0.30 0.10
H 2.982 5.654 1.652 -0.09 -0.65 -0.58 0.10
H 2.263 0.529 -0.162 0.06 0.11 -0.03 0.12
H 2.484 2.828 -1.383 0.48 -0.21 0.33 0.05
H -3.570 -7.943 -3.126 -0.09 0.16 -0.05 0.10
H -6.630 6.034 -6.647 -0.40 -0.74 0.08 0.11
H 2.214 -1.503 3.731 0.32 1.47 0.15 0.13
H -6.168 4.273 5.390 0.14 0.10 0.84 0.13
H 9.531 -2.578 -1.509 0.12 -0.21 -0.04 0.09
H 0.048 -0.379 -2.597 -0.54 -0.35 -0.63 0.10
H 0.062 2.636 -2.696 -0.51 -0.17 0.31 0.04
H 5.302 -1.348 -6.401 -0.12 0.24 -0.25 0.12
H -7.291 5.510 7.426 -0.13 0.37 0.12 0.14
H -0.288 -2.190 0.492 -0.23 0.40 -0.31 0.11
H 2.442 0.799 -4.598 -0.15 -0.18 0.07 0.09
H -8.349 2.165 4.087 0.03 0.38 0.56 0.15
H -8.887 4.333 4.425 -0.03 0.46 0.57 0.15
H 0.692 -0.979 1.315 0.45 -0.54 0.41 0.10
H 7.945 -2.004 -1.212 -0.46 -0.03 -0.22 0.08
H 2.101 0.449 -1.895 -0.77 -0.06 -0.07 0.11
H 5.567 -1.546 -3.368 -0.47 0.06 -0.07 0.12
H 3.461 4.076 -2.190 -0.25 0.12 0.15 0.08
H -7.042 2.281 -0.300 -0.21 -0.16 -0.24 0.06
H -5.484 4.124 -0.804 -0.04 0.04 0.04 0.10
H 5.115 0.185 4.606 0.27 -0.08 0.02 0.11
H -0.838 3.484 -3.938 -0.22 -0.01 0.19 0.06
H 3.414 -1.268 1.106 -0.68 0.01 0.30 0.10
H -0.611 -5.156 3.770 0.36 0.36 -0.40 0.08
H -6.496 6.295 -2.490 0.06 0.20 0.15 0.10
H -5.021 -3.152 -0.940 0.14 0.10 0.46 0.03
H 2.533 2.948 -3.115 0.25 -0.13 -0.15 0.05
H -3.828 2.694 3.244 -0.11 0.12 -0.06 0.09
H -4.086 -6.599 -1.255 -0.05 -0.35 -0.29 0.11
H -3.310 -4.554 0.080 -0.20 0.17 -0.39 0.10
H 2.003 -3.009 3.835 -0.90 -0.48 0.56 0.16
H 3.256 -3.320 5.836 0.08 -0.24 -0.20 0.13
H 5.829 -3.881 0.061 -0.21 0.03 -0.33 0.03
H 4.535 5.790 0.776 0.25 -0.28 0.06 0.10
H 5.308 3.989 7.598 -0.02 -0.43 0.01 0.09
H 4.152 -0.801 -1.110 -0.35 0.80 -0.29 0.11
H -4.538 3.367 -4.642 0.04 -0.24 0.20 0.15
H 6.111 -0.942 1.957 0.13 0.11 0.35 0.09
H 5.417 -3.210 4.747 0.15 -0.15 -0.14 0.14
H -2.004 -6.599 1.583 0.11 -0.48 -0.02 0.10
H -3.399 -8.230 -0.933 0.08 0.02 0.17 0.11
H 1.171 -2.717 6.133 -0.78 0.15 0.38 0.12
H 6.061 5.084 6.447 -0.21 0.05 0.08 0.09
H 9.559 -0.419 -2.668 -0.03 -0.29 0.32 0.13
H 1.177 -0.949 5.915 0.23 0.08 -0.25 0.14
H -2.792 4.683 -5.415 0.02 0.18 -0.20 0.13
H -7.320 3.926 -2.438 0.06 0.41 -0.04 0.13
H -4.320 1.000 3.276 -0.29 -0.04 -0.05 0.09
H 3.883 -2.709 0.258 0.09 0.04 0.01 0.09
H -0.245 1.339 -1.048 0.05 -0.25 -0.21 0.12
H -3.225 1.342 1.107 -0.15 -0.17 -0.13 0.04
H -0.418 -0.981 4.132 0.05 -0.37 -0.68 0.12
H -0.299 -4.523 0.310 0.13 0.57 0.48 0.09
H 7.001 -0.015 -5.314 0.03 0.78 -0.06 0.17



Record 3
16
Properties=species:S:1:pos:R:3:forces:R:3:nbo_charge:R:1 method="wB97M-V/def2-TZVPD" e_tot_ha=-872.66652 homo_energy_ev="-0.73 / -4.82" multiplicity=3 total_charge=-1
S 0.493 -2.530 1.663 -1.94 1.06 0.32 1.55
O 1.644 -0.086 1.270 2.66 2.90 2.31 -0.63
O 0.185 -3.485 0.605 0.00 -0.70 -0.53 -0.97
O -0.755 -2.078 2.385 1.49 -0.58 -0.39 -0.95
N 1.095 0.554 -1.327 3.61 0.08 -2.43 -0.44
C 0.959 -0.896 0.758 -2.48 -1.62 -3.24 0.03
C 0.271 -0.427 -0.917 -0.19 -3.97 1.92 -0.04
C 0.731 1.646 -0.866 1.64 3.75 0.67 0.13
C -0.491 1.594 -0.101 -2.28 1.31 2.60 -0.49
C -0.995 0.191 -0.508 -1.73 0.14 1.48 -0.45
H -1.672 0.437 -1.322 -0.15 -0.50 -0.63 0.18
H 0.318 -1.345 -1.511 -0.30 0.21 0.26 0.22
H -1.553 -0.429 0.224 0.39 0.64 -0.26 0.26
H 1.363 2.615 -0.914 -0.96 -1.68 -0.29 0.17
H -1.241 2.313 -0.460 0.27 0.19 0.03 0.20
H -0.352 1.925 1.019 -0.03 -1.23 -1.83 0.24



Record 4
4
Properties=species:S:1:pos:R:3:forces:R:3:nbo_charge:R:1 method="wB97M-V/def2-TZVPD" e_tot_ha=-1391.69150 homo_energy_ev="-8.64 / -8.52" multiplicity=3
I -2.415 -0.854 -0.126 0.20 0.23 0.16 0.22
I 2.425 -0.771 0.110 -0.16 0.16 -0.09 0.10
S 1.135 0.880 -0.937 0.20 -0.14 0.03 -0.22
S -1.146 0.745 0.953 -0.24 -0.25 -0.10 -0.09



Record 5
12
Properties=species:S:1:pos:R:3:forces:R:3:nbo_charge:R:1 method="wB97M-V/def2-TZVPD" e_tot_ha=-2145.15380 homo_energy_ev=-3.89 smiles="CSC(=S)C(=S)C(=S)[S-]" multiplicity=1 total_charge=-1
S 0.405 0.067 2.175 0.65 -0.16 -1.88 0.04
S 2.713 1.118 -1.013 0.49 -0.55 -0.28 -0.15
S -1.025 -1.716 -0.325 0.52 -0.85 -0.15 0.28
S 0.650 2.753 0.339 -0.42 0.09 0.10 -0.19
S 1.712 -2.700 0.168 0.41 -0.05 0.02 0.04
C 0.692 -1.463 0.125 -1.55 2.10 -0.74 -0.34
C 1.375 1.312 -0.058 -0.16 -0.49 -0.61 -0.44
C 0.834 0.018 0.527 0.46 -0.60 3.82 -0.18
C -1.738 -0.068 -0.468 0.89 -0.40 1.63 -0.75
H -2.585 0.040 0.204 0.32 0.15 0.54 0.22
H -2.136 0.031 -1.417 -0.37 0.38 -2.16 0.21
H -0.897 0.608 -0.257 -1.23 0.39 -0.28 0.27